Record 1
DFT (ωB97M-V with the def2-TZVPD basis set) results for 11 unconnected molecules or ions with the total composition C32H94N8O11 at a distorted geometry.

```
145
Properties=species:S:1:pos:R:3
C -4.980 4.205 2.114
O -3.989 3.171 1.852
C -4.548 2.043 1.242
C -5.485 1.215 2.164
C -4.615 0.322 3.149
N -6.344 0.280 1.415
H -5.516 4.088 3.056
H -5.607 4.496 1.270
H -4.475 5.171 2.091
H -5.051 2.514 0.398
H -3.791 1.401 0.792
H -6.171 1.834 2.742
H -5.257 -0.074 3.936
H -3.739 0.766 3.623
H -4.210 -0.515 2.581
H -6.885 0.777 0.722
H -5.695 -0.233 0.837
C -2.154 2.205 -4.977
O -1.533 2.881 -3.869
C -0.286 2.353 -3.480
C 0.429 3.411 -2.624
C 0.758 4.693 -3.364
N 1.769 2.918 -2.310
H -3.021 2.697 -5.419
H -2.588 1.246 -4.696
H -1.493 2.035 -5.827
H -0.294 1.392 -2.965
H 0.328 2.243 -4.374
H -0.109 3.682 -1.716
H 1.334 4.448 -4.256
H 1.344 5.471 -2.876
H -0.044 5.386 -3.619
H 2.421 3.337 -2.958
H 2.156 3.370 -1.495
C -5.133 -1.588 -5.214
O -3.873 -1.703 -4.503
C -3.920 -1.176 -3.157
C -2.588 -1.224 -2.363
C -2.112 -2.591 -1.969
N -2.549 -0.354 -1.198
H -5.299 -0.726 -5.860
H -6.003 -1.803 -4.593
H -5.117 -2.417 -5.921
H -4.323 -0.180 -3.340
H -4.625 -1.741 -2.546
H -1.826 -0.870 -3.057
H -2.764 -3.047 -1.224
H -1.138 -2.519 -1.483
H -2.237 -3.324 -2.766
H -3.235 -0.709 -0.548
H -1.641 -0.371 -0.756
C 5.070 0.211 0.566
O 4.383 0.214 1.752
C 4.270 -1.061 2.405
C 3.913 -0.871 3.907
C 5.081 -0.233 4.709
N 3.593 -2.141 4.467
H 4.782 -0.540 -0.169
H 6.149 0.146 0.712
H 4.918 1.212 0.163
H 3.453 -1.588 1.911
H 5.201 -1.600 2.229
H 3.031 -0.231 3.886
H 5.433 0.722 4.320
H 5.904 -0.947 4.690
H 4.792 0.108 5.703
H 2.651 -2.315 4.145
H 4.138 -2.889 4.062
C -0.627 8.627 4.245
O -0.652 7.265 3.829
C -1.314 6.477 4.847
C -0.916 5.026 4.535
C -1.230 4.648 3.103
N -1.524 4.116 5.467
H 0.197 8.770 4.944
H -1.474 9.106 4.737
H -0.478 9.156 3.304
H -1.045 6.709 5.878
H -2.385 6.580 4.673
H 0.157 4.914 4.691
H -2.295 4.652 2.873
H -0.871 3.628 2.966
H -0.813 5.390 2.422
H -1.241 3.168 5.261
H -1.283 4.258 6.438
C 6.379 -5.986 -3.638
O 5.132 -5.379 -3.615
C 4.951 -4.347 -4.576
C 5.764 -3.074 -4.276
C 5.526 -2.506 -2.803
N 5.501 -2.000 -5.202
H 7.146 -5.257 -3.378
H 6.739 -6.262 -4.629
H 6.309 -6.812 -2.930
H 5.254 -4.650 -5.578
H 3.915 -4.010 -4.611
H 6.832 -3.285 -4.316
H 5.732 -1.436 -2.799
H 6.294 -2.791 -2.083
H 4.590 -2.773 -2.313
H 6.178 -1.275 -5.012
H 4.660 -1.632 -4.782
C -4.673 -5.375 1.194
O -3.838 -4.333 0.764
C -2.534 -4.344 1.284
C -2.555 -4.214 2.830
C -3.245 -2.887 3.317
N -1.158 -4.234 3.315
H -5.572 -5.408 0.579
H -4.960 -5.231 2.236
H -4.115 -6.310 1.164
H -2.048 -5.298 1.080
H -1.911 -3.572 0.833
H -3.021 -5.045 3.360
H -3.130 -2.710 4.386
H -4.328 -2.778 3.261
H -2.747 -2.065 2.803
H -0.848 -5.118 2.937
H -1.026 -4.393 4.303
C -0.630 0.278 1.777
O -0.042 -0.568 0.795
C 0.880 0.121 0.008
C 1.340 -0.664 -1.217
C 1.867 -2.087 -0.802
N 2.410 0.075 -1.881
H 0.157 0.699 2.403
H -1.417 -0.230 2.335
H -1.104 1.139 1.307
H 0.578 1.098 -0.370
H 1.666 0.395 0.713
H 0.493 -0.806 -1.888
H 2.852 -2.095 -0.336
H 2.095 -2.668 -1.696
H 1.180 -2.700 -0.219
H 3.030 0.243 -1.102
H 2.095 0.976 -2.212
O 5.010 1.427 -4.248
H 4.831 2.295 -3.887
H 4.412 0.844 -3.779
O 0.889 -2.329 2.896
H 0.147 -2.927 2.994
H 0.762 -1.928 2.036
O 3.040 -1.044 -4.507
H 2.721 -0.837 -3.629
H 2.305 -1.487 -4.931
```

Computed properties:
Energy above the lowest of the compared OMol25 structures with the same formula, charge and spin, eV: 1.990
Gap between HOMO and LUMO, eV: 8.94
E_LUMO, eV: 0.412



Record 2
DFT (ωB97M-V with the def2-TZVPD basis set) results for 4 unconnected molecules or ions with the total composition C33H66N6O15PS at a distorted geometry.

```
122
Properties=species:S:1:pos:R:3
C -2.155 4.523 1.016
O -1.756 4.601 -0.335
C -1.562 3.329 -0.961
C -2.375 3.245 -2.238
C -2.055 2.008 -3.090
C -0.610 1.993 -3.628
C 0.173 0.704 -3.363
C 0.101 0.181 -1.918
C 1.483 -0.044 -1.237
C 1.815 0.984 -0.137
C 1.816 0.411 1.295
C 0.632 0.930 2.141
C -0.658 0.230 1.737
N -0.928 -1.034 2.467
O -0.221 -1.375 3.611
C 0.929 -1.957 3.349
N 1.983 -2.344 3.156
C -1.888 -1.848 2.018
N -2.560 -1.611 0.901
C -3.397 -2.634 0.744
C -4.340 -2.699 -0.414
N -5.756 -2.861 -0.067
N -3.277 -3.506 1.746
C -4.033 -4.749 1.894
C -5.121 -4.750 2.984
C -5.585 -3.370 3.478
C -5.780 -3.398 5.022
S -6.973 -2.188 5.511
O -6.712 -1.010 4.752
O -6.964 -2.068 6.932
O -8.346 -2.802 5.016
N -2.329 -3.012 2.619
P -2.007 -3.920 4.098
C -2.020 -2.663 5.439
O -0.449 -4.335 3.912
H -3.242 4.532 1.128
H -1.782 5.414 1.521
H -1.728 3.663 1.536
H -1.814 2.517 -0.272
H -0.492 3.257 -1.169
H -3.425 3.247 -1.946
H -2.155 4.137 -2.821
H -2.288 1.138 -2.471
H -2.771 2.012 -3.910
H -0.673 2.120 -4.707
H -0.070 2.845 -3.218
H -0.170 -0.082 -4.035
H 1.218 0.874 -3.618
H -0.495 -0.728 -1.836
H -0.425 0.913 -1.305
H 2.252 -0.047 -2.005
H 1.457 -1.056 -0.828
H 1.197 1.875 -0.229
H 2.839 1.303 -0.333
H 2.742 0.638 1.819
H 1.775 -0.672 1.204
H 0.506 1.973 1.856
H 0.854 0.859 3.202
H -1.515 0.872 1.946
H -0.666 0.045 0.668
H -4.021 -3.454 -1.130
H -4.239 -1.736 -0.910
H -6.054 -3.817 -0.193
H -5.952 -2.564 0.878
H -3.313 -5.527 2.141
H -4.402 -5.013 0.911
H -5.988 -5.251 2.553
H -4.808 -5.386 3.805
H -4.867 -2.579 3.290
H -6.557 -3.122 3.060
H -4.847 -3.072 5.475
H -6.001 -4.397 5.387
H -8.491 -3.629 5.504
H -2.414 -3.195 6.302
H -0.997 -2.369 5.661
H -2.637 -1.811 5.170
H -0.053 -4.597 4.755
C 2.990 -2.426 -8.147
C 2.769 -1.155 -7.356
O 2.373 -1.427 -5.999
C 3.352 -1.814 -5.187
O 4.514 -1.931 -5.469
O 2.819 -2.047 -3.982
C 3.747 -2.537 -3.012
H 2.104 -3.060 -8.103
H 3.202 -2.189 -9.189
H 3.827 -2.997 -7.747
H 1.948 -0.584 -7.784
H 3.654 -0.519 -7.361
H 4.612 -1.883 -2.927
H 4.069 -3.548 -3.259
H 3.220 -2.552 -2.062
C 2.023 8.666 -6.192
C 1.888 7.160 -6.119
O 1.745 6.698 -4.766
C 0.541 6.875 -4.226
O -0.421 7.350 -4.772
O 0.578 6.423 -2.972
C -0.637 6.615 -2.234
H 2.844 9.005 -5.559
H 2.218 8.978 -7.218
H 1.114 9.158 -5.850
H 2.794 6.684 -6.489
H 1.054 6.803 -6.722
H -1.487 6.204 -2.770
H -0.795 7.677 -2.046
H -0.517 6.100 -1.295
C 4.748 -2.349 4.846
C 5.329 -0.978 5.117
O 6.741 -1.025 5.356
C 7.496 -1.177 4.266
O 7.095 -1.247 3.133
O 8.768 -1.229 4.649
C 9.698 -1.460 3.587
H 4.999 -3.033 5.659
H 3.670 -2.291 4.755
H 5.146 -2.772 3.925
H 4.898 -0.560 6.025
H 5.116 -0.286 4.301
H 9.567 -0.733 2.789
H 9.582 -2.470 3.198
H 10.688 -1.350 4.019
```

Computed properties:
Gap between HOMO and LUMO, eV: 8.38
E_LUMO, eV: -3.155
Charge: +1



Record 3
DFT (ωB97M-V with the def2-TZVPD basis set) results for C20H18N2O2 in the gas phase at a distorted geometry.

```
42
Properties=species:S:1:pos:R:3
C -3.295 2.471 3.145
C -2.361 2.363 1.914
C -2.245 1.076 1.324
C -1.505 0.705 0.155
C -2.075 0.038 -0.922
C -1.014 -0.306 -1.817
C 0.166 0.061 -1.255
C 1.424 -0.235 -1.925
C 2.029 -1.357 -1.273
C 3.311 -1.137 -0.834
C 4.039 -2.261 -0.258
C 3.342 -3.461 -0.029
N 2.046 -3.580 -0.542
C 1.482 -2.631 -1.218
N -0.122 0.668 -0.029
C 0.799 1.119 0.884
C 0.858 0.515 2.163
C 2.057 0.697 2.859
C 3.077 1.554 2.386
C 2.895 2.260 1.177
C 1.756 2.041 0.410
C -1.776 3.653 1.501
O -1.881 4.525 2.327
O -0.922 3.792 0.448
H -2.682 2.731 3.974
H -3.830 1.550 3.318
H -4.007 3.220 2.872
H -2.689 0.227 1.743
H -3.137 -0.157 -0.993
H -1.067 -0.721 -2.779
H 2.084 0.639 -1.912
H 1.226 -0.415 -3.026
H 3.826 -0.183 -0.834
H 5.031 -2.030 0.079
H 3.744 -4.251 0.586
H 0.449 -2.742 -1.555
H 0.057 -0.160 2.460
H 2.231 0.331 3.893
H 4.029 1.564 2.883
H 3.770 2.803 0.938
H 1.706 2.536 -0.566
H -0.602 4.713 0.551
```

Computed properties:
Energy above the lowest of the compared OMol25 structures with the same formula, charge and spin, eV: 4.027
Gap between HOMO and LUMO, eV: 8.09
E_LUMO, eV: 0.132



Record 4
DFT (ωB97M-V with the def2-TZVPD basis set) results for C23H30F3N3O2 in the gas phase.

```
61
Properties=species:S:1:pos:R:3
C 1.125 -3.168 1.438
N 0.676 -1.793 1.437
C 0.947 -1.038 0.225
C 2.462 -0.752 0.066
C 2.880 -1.386 -1.260
C 1.612 -1.306 -2.104
C 0.510 -1.674 -1.115
C -0.625 -1.552 2.025
C -1.837 -2.120 1.251
C -3.079 -2.077 2.158
N -2.925 -1.045 3.159
C -3.263 0.253 3.043
O -2.969 1.082 3.890
C -3.975 0.743 1.775
N -3.032 1.619 1.112
C -2.394 1.262 -0.029
O -2.732 0.297 -0.696
C -1.250 2.126 -0.387
C -0.554 1.874 -1.500
C 0.654 2.537 -1.954
C 1.421 3.360 -1.127
C 2.585 3.944 -1.589
C 3.015 3.720 -2.886
C 2.262 2.897 -3.714
C 2.716 2.671 -5.128
F 4.053 2.585 -5.233
F 2.219 1.549 -5.668
F 2.344 3.678 -5.944
C 1.093 2.311 -3.260
C -1.928 -1.407 4.156
C -0.710 -2.054 3.473
H 1.311 -3.483 2.465
H 0.415 -3.876 0.987
H 2.062 -3.235 0.892
H 0.426 -0.083 0.345
H 2.625 0.326 0.025
H 3.020 -1.141 0.915
H 3.161 -2.431 -1.116
H 3.721 -0.868 -1.719
H 1.476 -0.283 -2.459
H 1.637 -1.970 -2.967
H 0.462 -2.758 -1.014
H -0.470 -1.319 -1.430
H -0.728 -0.459 2.059
H -1.644 -3.149 0.951
H -2.008 -1.530 0.353
H -3.188 -3.020 2.702
H -3.987 -1.930 1.576
H -4.248 -0.034 1.065
H -4.860 1.315 2.069
H -2.659 2.356 1.693
H -0.991 2.917 0.302
H -0.925 1.077 -2.134
H 1.111 3.532 -0.108
H 3.168 4.575 -0.936
H 3.926 4.167 -3.252
H 0.517 1.677 -3.919
H -1.647 -0.488 4.673
H -2.375 -2.093 4.882
H -0.806 -3.140 3.478
H 0.199 -1.788 4.010
```

Computed properties:
Energy above the lowest of the compared OMol25 structures with the same formula, charge and spin, eV: 0.119
Gap between HOMO and LUMO, eV: 7.68
E_LUMO, eV: -0.382



Record 5
DFT (ωB97M-V with the def2-TZVPD basis set) results for 2 unconnected molecules or ions with the total composition CHF3N2O at a distorted geometry.

```
8
Properties=species:S:1:pos:R:3
F -1.074 0.840 -1.636
N -1.063 1.316 -0.324
N -1.482 0.682 0.582
F -1.849 -0.622 0.497
O 1.843 0.500 -0.173
C 1.387 -0.536 0.054
F 1.098 -0.769 1.396
H 1.141 -1.410 -0.396
```

Computed properties:
Energy above the lowest of the compared OMol25 structures with the same formula, charge and spin, eV: 3.097
Gap between HOMO and LUMO, eV: 12.40
E_LUMO, eV: 0.013



Record 6
DFT (ωB97M-V with the def2-TZVPD basis set) results for 9 unconnected molecules or ions with the total composition C14H46N6O9 at a distorted geometry.

```
75
Properties=species:S:1:pos:R:3
N 23.312 9.925 17.327
C 23.947 10.166 18.462
N 25.163 10.535 18.296
O 23.398 10.008 19.708
H 22.403 9.501 17.369
H 23.641 10.330 16.430
H 25.572 10.637 19.208
H 25.646 10.649 17.368
N 24.753 7.641 16.737
C 25.841 7.884 16.082
N 26.397 6.768 15.672
O 26.091 9.207 15.737
H 24.185 8.504 16.954
H 24.691 6.916 17.417
H 27.317 6.924 15.268
H 26.059 5.798 15.939
N 21.734 10.897 14.878
C 22.760 11.702 14.793
N 23.815 10.987 14.746
O 22.678 13.029 14.974
H 20.814 11.366 14.816
H 21.814 9.987 14.421
H 23.861 10.124 14.201
H 24.686 11.628 14.707
C 21.281 7.339 17.773
C 20.779 8.273 16.711
O 20.717 9.548 17.270
H 20.547 7.006 18.584
H 22.151 7.818 18.217
H 21.716 6.482 17.309
H 19.831 7.981 16.347
H 21.649 8.265 15.967
H 21.161 10.147 16.604
C 20.923 12.289 21.301
C 20.232 11.410 20.309
O 18.973 10.870 20.774
H 20.413 13.188 21.679
H 21.859 12.595 20.875
H 21.160 11.675 22.175
H 20.896 10.560 19.991
H 19.996 12.025 19.486
H 19.040 10.670 21.744
C 21.928 8.764 22.494
C 21.435 7.906 21.349
O 20.865 6.798 22.068
H 22.702 8.203 22.977
H 21.216 9.013 23.238
H 22.358 9.673 22.232
H 22.164 7.558 20.644
H 20.661 8.503 20.773
H 20.338 6.334 21.384
C 24.565 6.477 20.133
C 23.735 5.334 19.632
O 23.875 5.263 18.233
H 24.303 7.500 19.706
H 25.553 6.135 20.048
H 24.277 6.695 21.182
H 22.663 5.575 19.739
H 24.013 4.322 20.072
H 23.573 4.457 17.891
C 23.806 13.711 18.296
C 22.288 13.467 18.318
O 21.832 14.180 17.190
H 23.902 14.783 18.555
H 24.334 13.413 17.398
H 24.228 13.133 19.081
H 21.892 13.937 19.156
H 22.077 12.385 18.301
H 21.797 13.550 16.477
C 26.676 12.354 15.293
O 25.906 12.606 14.135
H 27.545 11.741 14.969
H 25.987 11.783 15.935
H 27.101 13.327 15.712
H 25.582 13.475 14.088
```

Computed properties:
Energy above the lowest of the compared OMol25 structures with the same formula, charge and spin, eV: 2.242
Gap between HOMO and LUMO, eV: 8.95
E_LUMO, eV: 0.012